76
Properties=species:S:1:pos:R:3 method="wB97M-V/def2-TZVPD" e_tot_ha=-3208.095732 homo_energy_ev=-10.67 gap_ev=6.268 max_force_ev_per_a=4.20 lumo_ev=-4.40 total_charge=+1
H -1.30554 0.01572 0.29450
H -2.18924 4.70152 2.33750
H 4.75776 -1.41008 -0.51840
H 4.54736 1.86632 -0.82150
H 1.55056 -5.98658 -2.98640
F 2.09646 -3.53368 4.85380
C 4.25756 -1.45368 -1.50780
H -0.15994 1.18782 3.62750
H 0.92686 -5.71438 1.25200
H -0.31154 6.33982 -0.30340
Nb 0.51696 0.01572 0.29450
H -2.72264 -1.73528 -3.35880
H -6.18714 -2.26078 -0.89160
C -2.31694 -1.88448 -1.22660
H -4.50494 5.59922 -0.80520
Si -0.46044 -1.67668 -1.39790
C -4.53104 -1.99318 -2.24070
H -1.37894 3.29842 4.16610
H 0.61696 -3.73408 -3.28790
C -0.75774 2.22282 0.49770
C -5.10994 -2.15478 -0.98480
H 1.71156 -6.98898 -0.72410
C 1.24026 -2.47248 4.65010
C -1.20744 3.00152 3.13960
H 3.45906 2.59212 -2.07620
C -1.45334 3.42732 0.71840
H 1.87566 -1.16378 -3.91450
C 3.25566 0.37432 2.13030
N 2.05346 -0.03578 1.70380
C -2.91904 -2.04638 0.03370
Sb 2.67086 0.01572 -1.57290
C 0.22716 -3.40738 -1.17260
H 4.99826 -1.24168 -2.30540
C 1.29946 -5.99158 -0.84900
C 1.31796 -0.98768 2.49160
H 4.78096 1.45772 -2.56950
C 2.35366 -0.18498 -3.70370
C -4.04924 4.85502 -0.14560
H -4.54664 3.89382 -0.30340
S -0.36354 -1.61178 1.97350
H -0.16024 -1.22318 -2.76470
H -1.80954 7.15592 -0.80520
H -1.58674 6.67882 0.89070
C 1.84306 -1.48288 3.68520
C 0.85916 -5.27428 0.26070
H -2.52044 5.27482 -2.90510
H -2.32034 -2.07308 0.94210
F 0.03536 -3.05368 4.42480
H -4.75554 -2.31258 1.13150
H -2.54084 3.52742 -2.70180
H 3.82916 -2.46568 -1.66110
C 0.67556 -4.14708 -2.28180
H -0.99664 4.41932 -2.70180
C 3.83046 -0.07208 3.29620
S -0.45304 1.69522 -1.27960
C -1.66034 3.78562 2.08070
N -0.29684 1.42492 1.59820
C 4.03006 1.68592 -1.78580
H -0.00534 -3.45908 0.99120
H 3.75236 1.09142 1.48710
H 4.80436 0.28422 3.60680
C 1.20806 -5.42848 -2.11890
C -1.39274 6.38922 -0.14560
C -3.14564 -1.85988 -2.36280
C -2.04054 4.44402 -2.37670
H -4.20304 5.16782 0.89070
H 3.32536 -0.12668 -4.23470
H 1.69146 0.63312 -4.05470
Si -2.18684 4.69732 -0.53440
C 3.12286 -0.99408 4.06340
C -4.30484 -2.18288 0.15110
H -5.15734 -1.97148 -3.12870
F 1.12566 -1.91908 5.90680
H 3.57196 -1.35198 4.98950
C -0.53614 1.83902 2.84790
C 0.32916 -3.99088 0.10240